The following is a quantum chemistry calculation of CH3NO3S3 as an isolated structure at a distorted geometry, from OMol25.

Structure (XYZ):
```
11
Properties=species:S:1:pos:R:3:forces:R:3:nbo_charge:R:1
C -1.423879 0.495050 -0.547448 -2.71 2.04 -0.15 -0.03
N 1.175064 -0.741233 1.169724 0.65 0.47 -0.60 -1.06
O -0.830161 -0.733933 -0.452337 0.37 0.40 -0.39 -0.69
O 1.311971 -1.679327 -1.092897 -0.01 -1.69 -1.34 -0.92
O 1.174984 0.695634 -0.886441 0.33 2.54 -0.86 -0.90
S -2.576339 0.970971 -1.633470 1.48 -1.15 0.75 0.05
S -0.982624 1.500408 0.817610 1.05 -2.66 1.73 0.13
S 0.773207 -0.556444 -0.453808 1.50 -2.84 1.91 2.49
H 0.632463 -1.464297 1.620979 -0.11 -0.23 -0.10 0.40
H 2.173568 -1.049889 1.096655 -1.13 0.33 0.40 0.41
H -1.428254 2.563060 0.361434 -1.41 2.80 -1.35 0.13
```
Forces are in eV/Å.

Output
largest force on an atom	3.7	eV/A
HOMO energy	-9.4	eV
electronic energy	-41221.8126	eV
relative energy (zero: lowest compared OMol25 entry of this formula, charge and spin)	21.86	kcal per mole



The following is a quantum chemistry calculation of one molecule with the formula CH3NO3Si at a distorted geometry, from OMol25.

Structure (XYZ):
```
9
Properties=species:S:1:pos:R:3:forces:R:3:nbo_charge:R:1
N -2.786747 0.087875 -1.024730 0.74 0.16 0.35 -0.41
C -1.697843 0.172994 -0.636069 2.21 -0.43 0.31 -0.18
Si 0.431228 0.030126 0.107251 -2.39 -0.12 -1.97 2.32
O 1.157969 1.460103 -0.231405 -0.26 -1.29 -0.10 -1.08
O 1.090591 -1.359217 -0.410092 -0.09 -1.24 -0.09 -1.15
O 0.121803 -0.039177 1.646866 2.24 -1.18 0.67 -1.10
H 1.430378 1.674467 -1.125686 0.02 0.01 -0.14 0.52
H 0.921711 -2.350780 -0.248287 0.07 2.89 -0.18 0.56
H -0.669091 0.323608 1.922153 -2.55 1.20 1.14 0.51
```
Forces are in eV/Å.

Output
SMILES	N#C[Si](O)(O)O
largest force on an atom	3.1	eV/A
HOMO energy	-11.6	eV
electronic energy	-16598.8180	eV
relative energy (zero: lowest compared OMol25 entry of this formula, charge and spin)	18.78	kcal per mole



The following is a quantum chemistry calculation of one molecule with the formula CH3NOP2S at a distorted geometry, from OMol25.

Structure (XYZ):
```
9
Properties=species:S:1:pos:R:3:forces:R:3:nbo_charge:R:1
C -0.645600 -0.980507 0.343404 -1.82 1.26 0.87 -0.18
N 0.456093 -1.515666 0.179729 1.37 -2.03 -0.22 -0.59
S 1.971390 -0.802928 0.361702 -0.15 1.21 -0.69 0.17
P 1.627798 1.114353 -0.515634 -0.10 1.09 4.11 0.75
O 0.192035 1.599347 0.445299 1.23 -0.18 -0.52 -1.08
P -1.161491 0.723871 0.834469 2.03 -0.18 0.30 0.91
H -1.534332 -1.612533 0.249127 0.05 -0.23 -0.16 0.19
H 0.895409 0.750772 -1.533528 -1.58 -1.30 -2.38 -0.09
H -1.801299 0.723294 -0.364566 -1.04 0.36 -1.30 -0.08
```
Forces are in eV/Å.

Output
SMILES	c1ns[pH]o[pH]1
largest force on an atom	4.3	eV/A
HOMO energy	-8.7	eV
electronic energy	-34034.9100	eV
relative energy (zero: lowest compared OMol25 entry of this formula, charge and spin)	37.46	kcal per mole



The following is a quantum chemistry calculation of a 2-piece molecular cluster, CH3NOS overall at a distorted geometry, from OMol25.

Structure (XYZ):
```
7
Properties=species:S:1:pos:R:3:forces:R:3:nbo_charge:R:1
C -0.528976 1.280320 -0.057820 4.38 1.10 2.16 0.25
N 0.361453 -1.103422 0.021950 1.09 -0.50 -1.48 -0.99
O -1.033469 2.350755 0.015440 -0.38 -1.15 -0.53 -0.52
S -0.877581 -0.275308 -0.783888 0.03 -0.97 0.54 0.43
H 0.840920 1.002770 0.543884 -3.47 0.73 -1.35 0.05
H 0.188205 -1.656781 0.837857 -0.75 -0.01 0.24 0.39
H 1.049447 -1.598334 -0.577422 -0.90 0.81 0.41 0.39
```
Forces are in eV/Å.

Output
largest force on an atom	5.0	eV/A
HOMO energy	-9.4	eV
electronic energy	-15456.4482	eV
relative energy (zero: lowest compared OMol25 entry of this formula, charge and spin)	54.44	kcal per mole



The following is a quantum chemistry calculation of a 2-piece molecular cluster, CH3NOS overall at a distorted geometry, from OMol25.

Structure (XYZ):
```
7
Properties=species:S:1:pos:R:3:forces:R:3:nbo_charge:R:1
C -0.460882 0.211462 0.421177 -2.83 2.56 1.79 -0.01
N -0.621917 -0.635291 -0.458441 -1.49 -1.39 -1.03 -0.64
O 1.834444 -1.683188 0.060014 0.62 -0.41 0.86 -0.94
S 0.689454 -1.837149 -0.820108 -0.76 3.13 -0.82 1.24
H -1.420790 1.178076 1.006301 2.73 -3.10 -2.34 0.16
H 0.469483 0.247634 0.870677 1.89 0.54 1.67 0.16
H 0.940602 -0.825901 -1.782479 -0.15 -1.33 -0.14 0.03
```
Forces are in eV/Å.

Output
largest force on an atom	4.8	eV/A
HOMO energy	-9.9	eV
electronic energy	-15454.6048	eV
relative energy (zero: lowest compared OMol25 entry of this formula, charge and spin)	96.95	kcal per mole



The following is a quantum chemistry calculation of one molecule with the formula CH3NOS at a distorted geometry, from OMol25.

Structure (XYZ):
```
7
Properties=species:S:1:pos:R:3:forces:R:3:nbo_charge:R:1
O 2.362207 -0.112560 0.209996 -7.06 -0.12 -3.62 -0.59
C 1.126454 -0.245708 -0.312970 3.58 -0.51 4.55 0.49
N 0.040985 0.687407 -0.081382 0.31 -5.74 -2.25 -0.75
S -1.598862 -0.096494 -0.003362 2.19 0.08 1.41 0.17
H 0.735494 -1.323026 -0.598789 0.86 2.26 -0.15 0.15
H 0.360103 1.497619 0.326768 0.02 2.27 1.63 0.41
H -1.457078 -1.067814 1.093334 0.10 1.76 -1.56 0.13
```
Forces are in eV/Å.

Output
SMILES	O=CNS
largest force on an atom	7.9	eV/A
HOMO energy	-10.1	eV
electronic energy	-15456.3889	eV
relative energy (zero: lowest compared OMol25 entry of this formula, charge and spin)	55.81	kcal per mole



The following is a quantum chemistry calculation of one molecule with the formula CH3NOS at a distorted geometry, from OMol25.

Structure (XYZ):
```
7
Properties=species:S:1:pos:R:3:forces:R:3:nbo_charge:R:1
C 1.223479 0.405443 0.079137 -6.77 0.95 -0.43 -0.20
N -0.073029 -0.189140 0.012491 1.29 -0.28 0.38 -0.74
O -2.559830 -0.703734 0.057565 0.53 1.10 -0.05 -0.89
S -1.675178 0.510957 0.039966 1.08 -1.89 -0.04 1.05
H 1.224385 1.396322 -0.289857 0.27 0.92 0.07 0.18
H 2.024562 -0.166832 0.053071 3.39 -2.76 -0.02 0.18
H -0.164389 -1.253014 0.047627 0.20 1.95 0.10 0.43
```
Forces are in eV/Å.

Output
largest force on an atom	6.8	eV/A
HOMO energy (spin up / spin down)	-7.6 / -8.2	eV
electronic energy	-15455.3534	eV
relative energy (zero: lowest compared OMol25 entry of this formula, charge and spin)	79.69	kcal per mole



The following is a quantum chemistry calculation of one molecule with the formula CH3NOS2 at a distorted geometry, from OMol25.

Structure (XYZ):
```
8
Properties=species:S:1:pos:R:3:forces:R:3:nbo_charge:R:1
C 0.504735 0.866773 -0.149820 -2.28 2.31 0.38 -0.34
N 0.333094 -0.299807 0.705732 1.01 -0.03 -1.00 -0.83
O -1.846886 -1.737941 0.021198 6.75 0.84 -1.18 -0.87
S 0.109600 0.035461 -1.738833 0.47 -0.25 0.31 0.05
S -0.147609 -1.520871 -0.288609 -7.04 -1.32 -0.07 1.15
H -0.229948 1.859891 -0.041583 1.75 -2.82 0.21 0.22
H 1.519689 1.169573 0.007739 0.52 0.50 -0.62 0.21
H -0.242675 -0.373079 1.484177 -1.17 0.77 1.97 0.41
```
Forces are in eV/Å.

Output
largest force on an atom	7.2	eV/A
HOMO energy	-9.6	eV
electronic energy	-26290.4593	eV
relative energy (zero: lowest compared OMol25 entry of this formula, charge and spin)	57.87	kcal per mole



The following is a quantum chemistry calculation of a 2-piece molecular cluster, CH3NOS2 overall at a distorted geometry, from OMol25.

Structure (XYZ):
```
8
Properties=species:S:1:pos:R:3:forces:R:3:nbo_charge:R:1
N 1.973922 1.406842 0.667514 0.12 3.14 -1.64 -0.65
C 1.422217 0.592250 1.311553 -0.29 -1.42 1.10 0.24
S 0.937404 -0.614433 2.192283 -0.26 -0.09 0.12 -0.02
H 1.688864 2.365432 0.354047 0.49 -1.63 0.47 0.44
O -2.166435 -1.038380 -1.876165 0.80 -0.97 -0.07 -0.84
S -1.529989 -0.083858 -0.682803 1.15 -0.97 1.66 0.24
H -1.423911 -1.581442 -2.221237 -0.74 0.57 -0.01 0.48
H -0.902073 -1.046411 0.254807 -1.27 1.37 -1.63 0.11
```
Forces are in eV/Å.

Output
SMILES	N=C=S.OS
largest force on an atom	3.5	eV/A
HOMO energy	-9.0	eV
electronic energy	-26292.0302	eV
relative energy (zero: lowest compared OMol25 entry of this formula, charge and spin)	21.65	kcal per mole



The following is a quantum chemistry calculation of one molecule with the formula CH3NOS2 at a distorted geometry, from OMol25.

Structure (XYZ):
```
8
Properties=species:S:1:pos:R:3:forces:R:3:nbo_charge:R:1
C 0.808622 0.511513 0.186396 -0.09 -0.35 0.23 -0.36
N 0.297358 -0.734191 -0.444258 -1.62 0.37 3.95 -0.76
O -1.931326 -1.328843 0.888972 0.76 1.42 -2.31 -0.87
S -0.777377 1.446598 0.364699 -0.14 -0.61 -0.35 -0.05
S -1.476554 -0.534780 -0.303736 0.58 -0.84 2.78 1.23
H 1.136641 0.227808 1.240807 0.36 0.85 -1.69 0.23
H 1.499731 1.038657 -0.568722 -0.62 -0.78 1.87 0.22
H 0.442904 -0.626765 -1.364156 0.78 -0.07 -4.48 0.35
```
Forces are in eV/Å.

Output
largest force on an atom	4.5	eV/A
HOMO energy	-9.8	eV
electronic energy	-26291.7046	eV
relative energy (zero: lowest compared OMol25 entry of this formula, charge and spin)	29.16	kcal per mole



The following is a quantum chemistry calculation of a 2-piece molecular cluster, CH3NOSi overall at a distorted geometry, from OMol25.

Structure (XYZ):
```
7
Properties=species:S:1:pos:R:3:forces:R:3:nbo_charge:R:1
C 1.606330 0.470952 0.352834 -3.88 -1.20 0.39 -0.19
N 2.734823 0.410856 0.365927 3.01 0.26 -0.16 -0.29
O -1.080791 -1.038893 -0.109646 -0.07 -1.01 -0.40 -1.11
Si -0.278749 0.222177 0.474434 0.37 1.42 -0.65 1.24
H -1.341413 -1.521046 -0.889078 0.39 0.25 -0.34 0.54
H -0.770995 1.318660 -1.941857 -0.08 0.10 -0.57 0.01
H -0.869205 0.137297 1.747389 0.26 0.19 1.73 -0.20
```
Forces are in eV/Å.

Output
multiplicity	3
largest force on an atom	4.1	eV/A
HOMO energy (spin up / spin down)	-7.6 / -12.4	eV
<S²>	2.002
electronic energy	-12496.3807	eV
relative energy (zero: lowest compared OMol25 entry of this formula, charge and spin)	0.00	kcal per mole



The following is a quantum chemistry calculation of one molecule with the formula CH3NS2 at a distorted geometry, from OMol25.

Structure (XYZ):
```
7
Properties=species:S:1:pos:R:3:forces:R:3:nbo_charge:R:1
S 0.975447 1.522099 0.966741 2.05 4.13 2.09 -0.01
C 0.686682 0.130513 0.386480 0.43 -3.26 -1.52 -0.17
N -0.589312 -0.066208 -0.022369 0.26 -3.08 -1.72 -0.71
S -0.872440 -1.428619 -1.080737 -2.60 -0.40 2.43 0.11
H 1.477380 -0.725314 0.225414 -1.92 1.39 0.43 0.22
H -1.108425 0.698624 -0.374435 -0.18 1.22 0.29 0.41
H -2.011980 -1.788598 -0.189327 1.96 0.01 -2.00 0.15
```
Forces are in eV/Å.

Output
SMILES	S=CNS
largest force on an atom	5.1	eV/A
HOMO energy	-8.8	eV
electronic energy	-24244.5056	eV
relative energy (zero: lowest compared OMol25 entry of this formula, charge and spin)	37.12	kcal per mole